Entry from the Open Molecules 2025 dataset: a 16-piece molecular cluster, C78H159N7O41 overall in a non-equilibrium geometry (ωB97M-V/def2-TZVPD).

The geometry in XYZ format:
```
285
Properties=species:S:1:pos:R:3:forces:R:3:lowdin_charge:R:1
H -16.432390 -1.001857 23.935277 0.2 -0.2 0.3 0.075
O -21.147898 0.602407 29.634469 3.7 -1.8 0.3 0.130
H -18.402620 -3.254192 34.830608 0.2 0.5 0.0 0.077
H -22.866617 -5.480648 26.619372 -0.4 0.2 0.2 0.111
C -28.011362 -4.104618 31.272532 -2.1 -1.2 1.3 -0.130
C -27.416263 -3.972100 32.670137 -1.8 1.9 0.1 -0.288
N -22.405834 -5.909882 27.409009 1.1 -0.1 1.2 -0.054
C -25.957031 -4.501020 20.518821 -0.4 1.5 -1.3 -0.214
H -28.770593 -2.863066 16.248843 0.3 -0.4 -0.1 0.078
H -15.698654 -5.067455 27.445805 0.3 0.0 -0.4 0.103
C -26.447304 -8.229411 33.234759 -0.7 -0.1 2.0 -0.213
H -27.288826 -7.064112 34.798787 -0.1 0.4 0.3 0.108
H -21.970001 -0.275039 20.773541 0.3 -0.4 0.8 0.117
H -23.920922 -2.578802 28.720519 -0.9 0.4 0.4 0.104
H -22.299361 -7.768193 24.633553 -0.3 0.5 -0.6 0.103
H -21.403564 -4.169925 27.910652 0.0 0.4 0.4 0.105
C -31.477842 -4.500703 32.149166 -0.4 0.0 -0.5 -0.125
H -23.649406 -11.008100 22.042266 -0.2 -0.2 0.4 0.085
H -20.942561 -10.310567 26.104068 -0.3 0.0 -1.0 0.117
H -31.920506 -6.281440 34.020609 0.0 0.3 0.4 0.118
O -18.621068 -5.663592 30.304504 -2.6 2.3 4.6 0.044
O -28.564971 -1.797681 25.479171 1.9 -2.7 -0.8 0.101
C -25.861935 -3.655451 31.101759 3.8 -1.0 -1.6 -0.524
C -19.839205 -2.174005 18.585789 1.0 1.1 -1.2 -0.078
H -20.481932 -1.433411 18.109840 -0.5 -0.5 0.3 0.146
H -13.835563 -3.485697 25.116781 0.0 0.1 -0.1 0.135
C -23.900716 -6.031543 22.941199 0.0 -0.4 1.0 -0.114
H -16.464475 -4.004119 23.245958 0.1 0.0 0.1 0.072
H -27.717162 -3.333790 18.388752 0.1 -0.5 -0.2 0.112
H -28.792140 -8.407518 23.873024 0.1 0.2 0.1 0.089
O -29.389694 -8.201456 21.305173 -0.1 0.6 1.2 0.100
H -22.636263 -1.492574 29.084030 0.0 0.4 0.1 0.127
H -23.232934 -2.684255 26.669906 -0.4 0.1 -0.4 0.143
H -24.189832 -5.523156 23.861009 -0.3 0.4 0.1 0.082
H -29.044164 -3.455257 33.958262 0.0 0.3 0.1 0.071
O -26.684104 -9.005846 29.019835 0.3 0.4 -1.4 -0.220
H -23.822780 1.140150 21.072296 -0.1 0.1 0.0 0.122
C -31.468832 -4.507018 28.691026 -0.1 0.0 -0.1 -0.104
H -27.524940 -9.463294 23.217992 -0.1 0.0 -0.2 0.088
H -16.040709 -6.068878 28.851432 -0.8 0.2 0.0 0.106
C -24.966867 -7.303611 31.663189 0.9 0.6 0.0 -0.085
O -30.113549 -8.842841 19.261418 1.9 0.7 1.6 0.123
H -15.595466 1.289362 25.079215 0.1 0.2 0.2 0.133
H -20.449241 -8.245627 28.057112 0.1 0.4 0.6 0.106
H -18.148349 -0.862625 23.790248 -0.1 0.1 0.1 0.071
H -31.825587 -3.897952 29.521609 0.3 0.1 -0.1 0.074
H -13.709303 -9.314815 22.492516 -0.4 -0.3 0.1 0.094
H -27.196741 -4.902528 33.193796 -0.1 -0.1 -0.1 0.142
C -17.821765 -0.307297 29.537863 0.2 -0.6 -0.6 -0.106
H -31.058068 -3.638896 31.630339 0.2 0.1 0.4 0.083
H -29.271586 -8.885970 31.151853 0.6 -0.5 0.3 0.109
H -25.431379 2.489916 24.746982 0.6 0.0 -0.3 0.083
H -17.197685 -0.485641 28.662186 0.6 0.4 0.4 0.125
C -27.660041 -7.886564 34.187343 2.0 -0.1 -1.7 -0.192
H -14.765188 -4.927740 24.666743 -0.1 -0.1 0.2 0.110
H -19.671511 -2.723236 24.244719 -0.5 0.0 0.1 0.070
C -20.276854 -5.094285 26.420296 -0.3 -0.1 0.3 -0.192
H -28.627140 -5.003103 31.231916 0.3 -0.2 -0.5 0.114
N -29.472814 -7.624101 29.635005 0.5 -0.2 -0.5 -0.049
O -24.226815 -5.301818 21.786889 0.5 0.2 0.8 -0.167
O -26.908487 -4.143205 30.439400 0.7 -0.3 -1.6 0.083
C -26.444514 0.151974 21.337788 -0.3 0.6 0.6 -0.206
C -17.238953 -7.772714 24.689758 -0.6 0.8 -0.2 -0.201
H -22.369415 -7.877487 26.938555 0.3 0.3 0.4 0.044
H -18.933147 -9.858287 29.736405 -0.1 -0.4 0.1 0.084
H -26.421465 -5.092662 25.511756 0.6 0.6 0.3 0.091
H -26.105500 -6.725942 25.906181 -0.1 -0.4 0.1 0.073
O -23.093418 -2.115525 20.893252 1.2 0.0 0.5 -0.231
C -23.006683 -8.400167 25.170598 0.9 -0.8 0.2 -0.204
H -17.091919 0.457768 23.331021 -0.2 0.6 0.5 0.097
O -20.603800 -4.018664 25.545370 -0.1 -0.2 0.9 -0.168
H -25.825813 0.860361 24.261262 -0.2 -0.1 -0.2 0.074
C -15.814654 -6.096656 27.785498 1.1 -1.3 0.8 -0.156
H -31.238468 -7.008950 32.636172 0.2 -0.1 -0.4 0.112
C -24.738087 -0.098775 27.307673 -2.5 2.5 0.9 -0.511
H -27.391237 -1.781153 19.048809 -0.2 0.5 0.0 0.106
N -22.358606 -8.747906 26.426357 0.2 -1.3 0.3 -0.065
H -32.387637 -4.216622 32.678009 -0.1 0.2 0.1 0.097
O -20.089211 -2.378677 19.941143 -2.1 -0.5 0.9 0.089
C -14.250835 -3.729339 22.986796 -1.7 -0.3 -0.7 -0.315
O -13.424922 -4.517487 22.153313 1.8 -0.9 0.3 0.062
H -28.922172 -1.228350 16.753605 0.0 0.3 0.0 0.080
N -16.371219 -6.908513 25.511749 -0.7 -0.3 0.3 -0.036
H -24.768748 -6.413643 31.065863 -0.6 0.1 -0.1 0.066
H -19.819276 -3.132963 18.067997 -0.2 0.0 -0.2 0.146
H -15.901947 -3.148089 21.809582 -0.5 -0.4 -0.3 0.068
H -22.842820 -6.236138 23.105798 0.2 0.3 -0.8 0.083
H -19.943949 -5.101830 34.038080 0.2 0.7 0.9 0.154
H -24.428190 -7.321555 27.778714 -0.4 -0.2 -0.2 0.098
C -30.977045 -6.373932 33.482645 0.4 -0.1 0.2 -0.168
O -17.027639 2.315478 26.182802 3.5 1.4 0.9 0.105
H -28.365562 -7.583060 27.864821 0.0 0.1 0.0 0.114
O -24.701841 -3.640667 30.652030 -3.2 0.4 1.2 0.092
H -17.363652 -9.503033 29.028849 -0.1 -0.4 -0.7 0.092
O -26.988830 -1.975930 17.002663 -0.3 -0.1 -0.9 -0.188
H -20.384435 -8.675773 25.632018 0.5 0.1 0.1 0.111
H -24.152168 -10.157709 24.759166 0.1 -0.5 -0.1 0.120
C -24.075796 0.085465 21.180542 0.7 0.2 -0.8 -0.191
C -18.997924 -2.919120 33.981226 -1.2 -2.2 0.1 0.020
C -28.398752 -2.653910 27.684778 0.0 -0.3 0.2 0.008
O -27.943654 -8.655404 19.774587 2.4 -0.6 -1.6 0.093
C -20.041803 0.044919 29.681634 -2.6 2.0 -1.1 -0.523
H -28.159080 -6.721481 22.047494 -0.2 0.1 -0.2 0.136
H -19.277094 -4.942198 26.827045 0.3 0.0 -0.3 0.093
H -17.647135 -3.165913 28.670905 -0.2 -0.3 0.0 0.093
H -29.082934 -0.172829 27.578534 -0.1 0.4 -0.1 0.143
H -22.524623 -3.624180 22.199921 0.2 0.1 -0.4 0.083
C -16.833637 -6.891473 26.951039 1.9 -0.3 -1.2 -0.158
H -27.541190 1.928481 22.021681 -0.3 -0.4 0.2 0.109
O -20.468566 -4.584370 31.204393 0.5 -0.5 -0.2 0.048
C -27.894584 -8.438570 23.255352 0.1 0.3 -0.4 -0.017
O -24.116578 -0.816949 26.405388 0.4 -0.4 -1.1 0.118
H -27.839429 -7.862594 31.030869 0.3 0.1 -0.2 0.082
O -19.772112 -1.116721 30.246920 -1.2 -1.9 1.9 0.087
O -17.954618 -2.125223 19.841956 1.8 0.5 0.2 0.093
C -18.434558 -9.328666 28.924617 -0.1 0.3 0.7 -0.127
H -24.107048 -9.700141 21.010141 0.0 0.5 0.2 0.078
C -18.940436 -2.552998 20.549733 1.0 -1.4 4.6 -0.589
C -20.835175 -3.981705 32.456453 -0.5 0.2 -0.2 -0.081
H -25.307876 -6.228114 28.893181 -0.3 -0.1 -0.1 0.103
H -27.035890 -4.536905 20.367549 -0.2 0.1 0.4 0.119
C -20.379235 -9.283964 27.732969 0.7 1.5 0.0 -0.236
H -28.567917 -6.806622 32.746134 0.0 0.3 0.0 0.075
C -20.973741 -9.248660 26.347989 -1.3 -1.2 0.4 -0.187
H -28.547539 -2.124009 32.864582 -0.1 -0.1 -0.1 0.089
H -22.961466 -0.750954 19.488593 -0.5 0.4 -0.2 0.116
O -26.216335 -3.353566 32.322104 2.3 1.0 1.0 0.110
O -24.921671 -5.440944 27.009779 -0.3 0.6 -0.7 -0.194
C -27.852543 -9.521026 29.560824 -0.8 1.1 2.2 -0.211
H -27.555097 -2.473736 34.248055 0.0 -0.3 0.2 0.087
C -29.864520 -7.084531 34.325542 -1.0 1.3 -2.4 -0.171
H -28.050631 -1.564788 15.249763 0.3 -0.1 0.2 0.083
O -18.709051 -3.004067 21.669365 -1.6 0.5 -1.6 0.107
H -28.523701 -9.870333 28.776201 -0.2 -0.2 0.1 0.124
C -26.003611 1.909152 24.023541 0.2 0.5 1.1 -0.138
H -24.008960 -7.433333 32.166866 0.0 -0.3 0.7 0.088
H -27.489206 -10.307939 30.221772 -0.7 -0.6 0.1 0.118
C -17.443715 -2.148734 17.619991 -1.1 1.5 -0.5 -0.006
H -17.539096 -8.689131 25.197878 0.4 -0.5 0.0 0.113
O -25.568344 0.787486 27.058696 2.3 -2.6 0.9 0.100
H -21.499605 -0.236201 27.196773 0.0 0.2 -0.1 0.084
C -29.213689 -8.559297 20.043851 -3.1 -1.2 -1.5 -0.596
H -28.688935 -3.293901 31.004672 0.2 0.3 0.0 0.126
C -28.134854 -7.800936 21.898123 0.1 -0.4 0.0 -0.284
O -25.662899 2.289455 22.720219 -0.1 -1.3 -0.5 -0.194
H -26.340061 2.294316 20.869100 0.2 -0.3 -0.4 0.117
C -29.014905 -0.774338 24.811125 1.3 0.8 -3.0 -0.606
H -13.946075 -2.687430 22.888482 -0.1 0.1 -0.1 0.149
C -16.265538 1.141975 25.926199 -0.9 -0.4 0.3 -0.051
H -17.892433 -2.080232 30.686605 -0.9 -0.1 0.6 0.149
H -18.724197 -2.084224 27.759853 0.2 0.3 0.0 0.071
H -22.437179 -9.853065 21.612627 0.2 0.1 -0.3 0.088
O -12.779846 -4.988546 24.240569 1.0 -0.6 -0.4 0.077
H -31.762289 -5.192066 31.355933 -0.1 -0.3 -0.1 0.074
C -28.775907 -6.897181 28.605959 -0.8 1.4 -0.6 -0.210
H -26.477649 -0.494143 22.215008 -0.2 0.1 0.5 0.103
O -18.898909 0.464405 29.090374 -1.1 1.6 -0.5 0.067
H -27.091923 -7.812573 23.645193 0.0 -0.2 0.6 0.070
H -12.489564 -6.612273 28.403152 -0.4 -0.4 0.0 0.088
C -21.680063 -1.200761 26.722280 -1.2 0.3 0.2 0.017
H -23.885743 -7.854310 25.513240 -0.2 0.2 -0.7 0.104
C -26.164370 -5.734208 26.354631 0.5 -0.8 0.7 -0.066
C -18.572962 -2.592137 28.712355 -0.4 0.5 0.4 0.000
H -26.966636 -5.713746 27.092228 -0.1 0.0 -0.1 0.052
C -19.515961 -3.670631 24.760812 1.0 0.6 -1.4 -0.143
C -28.200581 -2.937278 33.502019 0.2 -0.8 0.1 0.002
C -28.571809 -8.426882 30.453538 -0.8 -1.2 -1.1 -0.174
C -28.231337 -1.915955 16.265694 0.3 0.1 1.3 -0.088
H -19.242250 -4.378771 23.978681 -0.5 -0.4 -0.2 0.082
O -19.110188 3.117622 25.925968 2.8 -2.7 0.0 0.110
C -23.332542 -9.622281 24.279964 -0.2 1.3 -0.3 -0.156
O -11.394151 -5.542940 22.528610 -2.7 0.4 0.8 0.128
C -22.942618 -0.726635 20.578163 -0.6 -0.3 -0.6 -0.194
H -21.434217 -2.165225 22.120359 0.2 -0.4 0.0 0.072
H -20.841134 -9.896869 28.506983 -0.7 -0.2 -0.4 0.131
H -25.010800 -1.927787 18.504617 0.2 -0.1 0.3 0.112
H -29.479712 -6.316291 34.996249 0.0 -0.2 0.7 0.115
H -16.798366 -7.924034 27.298438 -0.3 0.0 0.3 0.098
H -30.788343 -0.652802 27.307385 -0.1 0.5 -0.2 0.140
C -16.648333 -8.028300 23.305561 -0.1 0.8 0.3 -0.245
H -27.866629 -3.540628 27.340286 -0.2 0.0 -0.4 0.070
H -25.646016 -8.585082 33.882472 0.4 0.0 0.2 0.117
N -28.823442 -7.536961 33.395286 -0.3 -0.5 1.4 -0.061
H -15.714677 -4.937148 21.929159 0.0 0.1 0.0 0.082
H -19.760874 -2.202397 34.285073 -0.1 -0.2 0.3 0.080
O -19.015768 -9.651713 27.677410 0.6 0.1 0.1 -0.177
H -21.519104 -1.121080 25.647173 0.1 -0.1 0.0 0.084
C -22.457050 -2.541183 22.096696 -0.2 0.7 0.2 -0.063
H -27.251917 -0.185129 20.687739 -1.0 0.8 0.6 0.109
H -23.288582 -4.864247 29.101271 0.3 0.1 0.1 0.098
H -25.175265 -3.666723 18.207350 0.0 0.0 -0.8 0.116
O -24.361069 -0.487097 28.577315 -0.8 0.4 -0.9 0.087
H -15.491159 -7.402652 25.473943 0.5 0.2 0.4 0.092
H -15.725548 0.915003 26.845433 0.1 -0.1 -0.2 0.130
H -16.390370 -7.100913 22.794175 -0.3 0.6 0.1 0.102
O -30.181164 -5.017663 28.972113 -0.5 -0.1 -0.3 -0.227
H -20.323760 -6.025587 25.855874 0.3 -0.3 -0.1 0.117
H -25.578667 -3.804736 22.492791 0.4 0.1 0.1 0.141
H -18.548691 -3.546388 25.247704 0.0 0.0 1.1 0.078
O -29.712141 -0.032388 25.621813 -2.0 1.9 0.6 0.114
H -18.399583 -2.412625 33.223902 0.1 -0.4 -0.1 0.073
C -19.227900 -5.110538 31.291440 1.8 -1.0 -3.7 -0.480
H -25.287971 -9.427077 27.684111 0.2 0.0 -0.1 0.067
C -29.752883 -5.901008 27.933313 0.6 -1.2 0.9 -0.186
H -26.815960 -9.669443 26.977428 -0.9 -0.1 0.3 0.088
H -30.133417 -2.708795 26.331092 -0.2 -0.2 0.3 0.145
H -20.976235 -1.912885 27.153096 -0.2 -0.2 -0.1 0.054
H -32.199415 -5.304989 28.558359 0.0 -0.3 0.0 0.095
N -25.339734 -0.221036 20.513027 2.0 0.5 0.2 -0.057
H -26.234874 -5.428547 22.306259 0.2 -0.5 0.7 0.099
H -13.703029 -5.733639 29.423373 -0.1 -0.5 0.4 0.077
C -27.088543 -8.209243 20.809403 -1.2 1.0 1.3 -0.050
H -18.195853 -7.269895 24.549743 -0.2 0.3 -0.2 0.100
O -18.725911 -4.853312 32.505383 1.2 -0.9 -0.9 0.062
C -18.494277 -1.619679 29.903177 1.1 0.2 -1.4 -0.289
C -25.507985 -4.721215 21.906987 -0.8 -1.4 -0.2 -0.228
C -26.521972 1.664251 21.739754 -0.3 0.7 -0.7 -0.172
O -23.761901 -9.128520 22.991796 -0.5 -0.1 0.5 -0.237
C -13.453033 -6.103184 28.428870 -1.1 0.8 -1.0 -0.109
C -25.578492 -2.821208 18.764680 -0.5 -0.7 -0.8 -0.187
H -17.861022 -6.527690 26.966042 0.2 0.2 0.3 0.098
C -27.020725 -2.498418 18.316447 0.1 0.1 0.4 -0.215
H -25.567535 -5.284138 19.868349 0.3 -0.3 -0.1 0.118
C -23.205248 -5.849035 28.641558 -1.5 -0.6 -2.3 -0.157
C -15.698925 -3.991014 22.470153 0.8 1.2 0.3 0.001
C -21.189728 -5.205902 27.647721 1.4 1.2 -1.5 -0.210
H -19.466492 -3.207362 28.818145 0.3 -0.5 0.2 0.071
C -29.320350 -2.051173 26.638577 0.7 -0.1 0.2 -0.309
O -26.033754 -7.053532 32.571246 -0.1 -0.6 -0.8 -0.193
O -15.454672 -8.706687 23.467308 1.4 -1.6 -0.3 -0.185
O -28.755732 -0.527479 23.650879 -0.5 -0.3 1.6 0.140
H -24.503496 -3.100842 20.446862 0.1 0.1 0.0 0.071
C -23.147099 -1.658251 27.027738 2.5 -0.4 -1.7 -0.292
C -24.566079 -6.288158 28.096795 -0.4 0.2 0.7 -0.205
H -26.441924 -8.969897 21.246880 0.1 -0.2 -0.7 0.119
H -22.858316 -6.630554 29.317558 0.1 0.2 0.3 0.127
H -27.611051 -1.961392 27.981509 -0.2 0.3 0.0 0.098
H -27.816844 -8.706254 34.888490 -0.4 -0.2 -0.3 0.121
C -26.285649 -9.796567 27.921207 2.2 0.7 0.0 -0.110
H -17.482665 -0.688278 26.236514 -0.3 0.1 0.1 0.130
C -14.687213 -8.889457 22.266989 -0.5 1.2 0.2 -0.074
H -27.969451 -6.273507 28.991677 0.5 -0.1 0.2 0.102
H -24.388705 -7.006093 22.956366 -0.1 0.0 -0.2 0.067
C -29.783250 -0.639549 26.885837 -0.3 -0.4 1.6 -0.088
H -29.284402 -5.362939 27.109238 0.0 0.2 0.0 0.106
H -17.843457 -1.905626 16.635508 0.1 -0.2 -0.3 0.083
H -18.401212 -0.491693 18.772523 -0.2 0.1 -0.3 0.163
C -13.963855 -4.256815 24.357169 -1.2 -0.1 1.1 -0.128
H -15.233208 -9.385896 21.464791 -0.1 -0.7 0.3 0.085
O -14.512404 -6.854421 27.805029 -0.7 0.9 -0.2 -0.211
C -17.396399 0.155730 25.552177 0.9 -0.1 -2.5 -0.287
H -20.948532 -2.907958 32.307074 -0.4 -0.1 -0.2 0.131
C -19.680393 -4.261968 33.395230 0.9 1.4 -0.6 -0.249
H -22.953860 -2.120215 22.970811 -0.2 0.2 0.2 0.085
H -31.462753 -3.934187 27.763703 0.0 0.3 0.0 0.079
H -30.583481 -6.499873 27.559737 -0.3 0.2 -0.1 0.123
H -17.346297 -3.227915 17.738217 0.0 0.2 0.1 0.095
O -30.532588 -5.073429 33.001989 0.3 -1.3 0.7 -0.213
C -18.439729 -1.575550 18.663542 1.7 -1.0 -2.2 -0.305
H -18.583357 -8.277758 29.172694 0.0 0.4 -0.2 0.068
H -22.424865 -10.211885 24.151224 -0.1 -0.3 0.1 0.117
H -26.540346 -7.329516 20.472269 0.2 -0.3 -0.1 0.120
H -26.105707 -10.840329 28.178658 -0.6 -0.2 0.1 0.095
H -17.370464 0.194075 30.394053 0.4 -0.1 -0.2 0.144
H -16.493485 -1.619892 17.694082 0.1 -0.3 0.2 0.085
H -30.292132 -7.970117 34.795639 0.0 0.3 0.4 0.124
H -21.746528 -4.471178 32.799899 -0.1 0.4 -0.1 0.138
H -30.079770 -7.016714 30.166787 0.2 0.1 0.2 0.092
C -23.491063 -9.942546 21.876116 0.6 -0.6 0.1 -0.112
H -14.503192 -7.912541 21.819925 0.2 0.5 0.1 0.074
C -23.509545 -1.608549 28.442138 0.7 -0.8 1.8 -0.138
C -18.259044 2.207075 25.890596 -5.8 2.8 -0.7 -0.588
H -27.014620 2.211236 24.296876 -0.5 -0.4 -0.4 0.086
H -26.673837 -9.090966 32.606657 -0.2 0.3 -0.6 0.114
H -17.374134 -8.514697 22.653854 -0.1 -0.5 0.0 0.123
H -28.941700 -3.011525 28.559661 -0.1 0.3 0.1 0.067
H -13.341218 -5.186020 27.850581 0.3 0.2 -0.2 0.068
C -12.461232 -5.113027 22.939729 2.4 0.4 -1.3 -0.501
H -25.371008 -1.230533 20.506156 -0.2 -0.3 -0.2 0.044
H -25.058030 -8.167361 31.004610 -0.7 0.0 0.0 0.089
C -17.258800 -0.307878 24.088681 0.4 -1.3 0.1 -0.016
N -25.468643 -3.185458 20.161521 -0.7 0.5 -0.4 -0.079
H -24.103478 -0.100534 22.254203 -0.1 -0.1 0.4 0.118
H -20.535069 -5.594487 28.427794 -0.5 -0.5 0.3 0.105
O -18.552569 0.965710 25.484492 -0.7 -0.3 1.0 0.080
```
Forces are in eV/Å.

As for the net charge: 0. The value obtained for the total energy is -6535.1814 a.u. The HOMO-LUMO gap comes out at 7.72 eV.